Entry 1:
A cluster of 4 separate species, C12H18N3O in total at a distorted geometry. Source: the OMol25 dataset; level of theory: the ωB97M-V functional and the def2-TZVPD basis.

XYZ file:
```
34
C12H18N3O the ωB97M-V functional and the def2-TZVPD basis
O 0.559 -0.648 -0.037
H 0.913 0.057 -0.882
H -0.337 -0.928 -0.152
H 0.793 -0.458 0.815
N -1.846 -2.370 -0.055
C -2.449 -1.501 0.840
C -2.805 -0.528 0.015
C -2.559 -0.879 -1.451
C -1.920 -2.060 -1.369
H -1.419 -3.367 0.204
H -2.371 -1.832 1.799
H -3.400 0.358 0.388
H -2.712 -0.203 -2.078
H -1.670 -2.546 -2.234
N 2.382 1.493 -2.234
C 1.521 2.143 -1.368
C 0.247 1.721 -1.500
C 0.382 0.662 -2.683
C 1.658 0.689 -3.043
H 3.417 1.721 -2.202
H 1.884 2.899 -1.006
H -0.806 2.082 -0.960
H -0.445 -0.046 -2.861
H 2.102 0.301 -4.063
N 1.783 -0.297 2.526
C 1.802 1.078 2.131
C 0.500 1.386 2.259
C -0.324 0.260 2.866
C 0.530 -0.709 3.096
H 2.664 -0.852 2.770
H 2.787 1.372 1.666
H 0.055 2.352 2.206
H -1.350 0.243 3.077
H 0.440 -1.602 3.512
```

HOMO-LUMO gap (eV): 9.9953
DFT total energy (eV): -19240.920
Charge: +1
LUMO level (eV): -2.34
Relative energy (zero: lowest compared OMol25 entry of this formula, charge and spin) (kcal per mole): 47.5

These are the Mulliken partial charges, in e, on atoms 1 to 5: O -0.598; H 0.544; H 0.705; H 0.542; N -0.196

Entry 2:
A structure of composition C12H18N6 at a distorted geometry. Source: the OMol25 dataset; level of theory: the ωB97M-V functional and the def2-TZVPD basis.

XYZ file:
```
36
C12H18N6 the ωB97M-V functional and the def2-TZVPD basis
N -5.927 -0.341 0.293
C -4.598 0.184 0.069
N -4.467 1.613 0.051
C -3.367 2.026 -0.076
N -2.236 1.272 -0.341
C -2.436 0.033 -0.142
N -1.498 -0.953 -0.164
C -2.075 -2.006 -0.388
N -3.395 -1.910 -0.214
C -3.552 -0.632 -0.078
H -1.585 -2.759 -0.327
C -0.103 -0.477 -0.508
H 0.161 0.174 -1.076
H 0.499 -1.314 -0.897
C 0.577 -0.436 0.894
N 1.901 -0.108 1.276
C 2.408 1.117 0.894
C 2.821 1.438 -0.517
C 4.070 0.600 -0.986
C 3.427 -0.879 -0.566
C 2.913 -1.062 0.672
H 3.704 -0.832 1.586
H 2.544 -1.940 0.993
H 4.191 -1.601 -0.681
H 2.647 -0.972 -1.627
H 4.907 0.704 -0.282
H 4.303 0.425 -1.959
H 3.265 2.675 -0.733
H 1.954 1.326 -1.190
H 3.232 1.493 1.592
H 1.548 2.058 1.010
H 0.395 -1.390 1.429
H 0.035 0.395 1.550
H -3.413 3.013 -0.059
H -6.118 -1.405 0.184
H -6.731 0.470 0.319
```

HOMO-LUMO gap (eV): 8.6112
DFT total energy (eV): -21666.933
LUMO level (eV): 0.70
Relative energy (zero: lowest compared OMol25 entry of this formula, charge and spin) (kcal per mole): 182.7

These are the Mulliken partial charges, in e, on atoms 1 to 5: N -0.517; C 0.024; N -0.580; C -0.483; N -0.578

> Among the records above, which one has the lowest relative energy (zero: lowest compared OMol25 entry of this formula, charge and spin)?

C12H18N3O

> The highest HOMO-LUMO gap belongs to which entry?

C12H18N3O

> Look up the HOMO-LUMO gap of the second one.

8.6112 eV